1.
{
  "formula": "C9H14N2O4",
  "method": "wB97M-V/def2-TZVPD",
  "symbols": ["C", "H", "H", "C", "C", "C", "H", "H", "O", "C", "O", "C", "C", "C", "O", "N", "C", "O", "N", "H", "H", "H", "H", "H", "H", "H", "H", "H", "H"],
  "positions_angstrom": [[-0.1028, -3.8342, -0.5460], [0.1961, -3.1290, -1.3172], [0.6133, -4.6526, -0.5474], [-0.1347, -3.1708, 0.8263], [-1.2451, -2.1279, 0.9701], [-1.0878, -0.9332, 0.0354], [-1.0602, -1.2473, -1.0105], [-1.9040, -0.2197, 0.1843], [0.1193, -0.2148, 0.3315], [1.0952, -0.1980, -0.5776], [1.0717, -0.7774, -1.6300], [2.2656, 0.6154, -0.1246], [2.3110, 1.9331, 0.0431], [1.2116, 2.9103, -0.1943], [1.4249, 3.9495, -0.7899], [-0.0015, 2.5568, 0.3110], [-1.2600, 3.1635, 0.0844], [-2.2584, 2.5769, 0.4291], [-1.2083, 4.3678, -0.4970], [-0.3167, 4.7238, -0.8209], [-2.0709, 4.8252, -0.7340], [-0.0761, 1.6607, 0.7820], [3.2584, 2.4115, 0.2556], [3.1734, 0.0319, -0.0369], [-2.2113, -2.5874, 0.7563], [-1.2622, -1.7626, 1.9990], [0.8316, -2.7012, 1.0260], [-0.2899, -3.9350, 1.5912], [-1.0821, -4.2352, -0.7988]],
  "forces_ev_per_angstrom": [[0.094, 0.074, 0.180], [-0.008, 0.020, -0.114], [0.038, -0.097, -0.078], [-0.216, 0.014, -0.107], [0.481, 0.229, -0.081], [-0.699, -0.427, -0.173], [-0.031, 0.100, 0.146], [0.148, -0.037, -0.066], [0.117, -0.045, 0.385], [0.069, 0.029, -0.261], [0.097, 0.035, 0.110], [0.037, 0.094, -0.026], [0.214, -0.147, -0.074], [-0.164, -0.014, 0.100], [0.246, 0.108, -0.080], [-0.200, -0.188, 0.150], [0.333, 0.022, -0.031], [-0.403, -0.228, 0.174], [0.054, 0.461, -0.246], [-0.098, -0.046, 0.051], [-0.015, -0.125, 0.056], [-0.013, 0.208, -0.134], [0.043, -0.032, -0.005], [0.071, 0.039, 0.006], [-0.084, 0.022, 0.020], [-0.123, 0.007, 0.023], [0.027, -0.033, 0.103], [0.090, 0.042, 0.045], [-0.104, -0.085, -0.074]],
  "orbital_gap_ev": 10.62,
  "e_homo_ev": -10.4,
  "fmax_ha_per_bohr": 0.0163,
  "smiles": "CCCCOC(=O)/C=C\\C(=O)NC(N)=O",
  "charge": 0,
  "e_above_lowest_ev": 0.0000,
  "total_energy_ev": -20731.4710
}

2.
{
  "formula": "C4H11N4O2",
  "method": "wB97M-V/def2-TZVPD",
  "symbols": ["C", "C", "C", "C", "N", "N", "N", "N", "O", "O", "H", "H", "H", "H", "H", "H", "H", "H", "H", "H", "H"],
  "positions_angstrom": [[-0.7192, 0.9984, 0.9468], [1.2319, -0.9188, 0.6103], [-0.0205, 0.4668, -1.4767], [-0.3846, -0.1273, -0.0811], [-1.5142, 0.6331, 1.9656], [1.1766, -2.2487, 0.5849], [-1.4162, -1.0799, -0.1403], [0.9468, 1.5053, -1.2152], [-0.4557, 2.1948, 0.7833], [2.0286, -0.1193, 0.9582], [-0.8143, 1.1352, -1.7708], [0.2134, -0.2758, -2.1314], [-1.5744, -0.3011, 2.2390], [-1.9349, 1.4422, 2.4860], [0.6007, -2.7950, -0.0107], [2.0332, -2.7738, 0.7974], [-2.0909, -0.8660, -0.7777], [-1.0099, -2.0315, -0.5363], [1.7998, 1.0271, -0.8110], [0.5395, 2.1962, -0.3976], [1.3644, 1.9382, -2.0226]],
  "forces_ev_per_angstrom": [[-0.598, -2.544, -1.245], [1.356, -3.476, -2.766], [-1.171, 2.025, 3.967], [-5.080, 5.496, -0.349], [-0.189, 2.600, 0.468], [1.829, -0.532, 1.396], [4.219, -4.315, 1.454], [4.008, -0.154, 1.335], [1.159, 1.319, -0.999], [0.795, 1.046, 1.456], [-1.366, -0.890, -0.464], [1.046, -1.758, -2.200], [-0.586, -1.352, 0.526], [0.713, -1.630, -0.443], [-0.679, 0.278, -0.328], [-0.131, 0.231, 0.531], [-2.536, 1.078, -2.054], [-1.217, 2.138, 0.904], [-0.903, 0.835, 0.068], [-0.228, -1.014, -0.608], [-0.440, 0.620, -0.649]],
  "orbital_gap_ev": [5.69, 6.32],
  "e_homo_ev": [-8.6, -13.6],
  "fmax_ha_per_bohr": 0.1457,
  "charge": 1,
  "e_above_lowest_ev": 0.0000,
  "s2": 2.007,
  "total_energy_ev": -14369.8702,
  "spin_multiplicity": 3
}

3.
{
  "formula": "C26H54N5O7",
  "method": "wB97M-V/def2-TZVPD",
  "symbols": ["C", "C", "C", "C", "O", "C", "C", "O", "C", "C", "C", "C", "N", "O", "C", "C", "C", "C", "H", "H", "H", "H", "H", "H", "H", "H", "H", "H", "H", "H", "H", "H", "H", "H", "H", "H", "H", "H", "H", "H", "H", "H", "H", "H", "C", "C", "O", "N", "C", "H", "H", "H", "H", "H", "H", "H", "C", "C", "O", "N", "C", "H", "H", "H", "H", "H", "H", "H", "C", "C", "O", "N", "C", "H", "H", "H", "H", "H", "H", "H", "C", "C", "O", "N", "C", "H", "H", "H", "H", "H", "H", "H"],
  "positions_angstrom": [[-4.2954, 2.2697, -0.2773], [-2.9003, 2.3139, 0.5813], [-1.6446, 1.4954, -0.0798], [-1.8787, 1.0778, -1.6754], [-1.6777, 2.2279, -2.5847], [-0.5966, 1.9078, -3.5751], [0.8137, 2.7951, -3.6858], [-0.7097, 0.8975, -4.4760], [-0.2857, 2.4117, -0.0508], [0.3912, 2.6139, 1.4268], [1.9929, 2.8842, 1.1952], [-0.2208, 4.0405, 2.0498], [0.0588, 1.5470, 2.4435], [0.9011, 1.5340, 3.4910], [-0.1433, 0.1807, 1.8286], [-0.6207, -0.8142, 3.0860], [1.2470, -0.5120, 1.2457], [-1.3407, 0.0902, 0.7125], [-5.0338, 3.0510, 0.2349], [-4.8349, 1.2102, -0.1694], [-4.2026, 2.6014, -1.3974], [-2.6504, 3.4356, 0.8030], [-3.1462, 1.8155, 1.6378], [-0.9878, 0.3209, -1.9191], [-2.8646, 0.4760, -1.8607], [0.5851, 3.7074, -4.3997], [1.1739, 3.2019, -2.6490], [1.6710, 2.1786, -4.2062], [-0.5306, 3.4811, -0.4833], [0.5244, 1.9112, -0.7525], [2.0718, 3.9444, 0.6519], [2.4959, 2.1221, 0.4262], [2.6224, 2.9957, 2.1841], [-1.2130, 3.8246, 2.6578], [0.5873, 4.3810, 2.8579], [-0.3361, 4.8747, 1.2329], [-1.4125, -1.5722, 2.6743], [0.2851, -1.3524, 3.5973], [-1.1994, -0.1205, 3.8616], [1.9414, -0.6758, 2.1763], [1.7366, 0.0775, 0.3616], [0.9644, -1.5855, 0.8062], [-1.0715, -0.8128, -0.0174], [-2.3595, -0.2161, 1.2523], [-5.9283, -2.6388, 1.3103], [-5.1015, -1.7993, 2.2445], [-5.1961, -0.5757, 2.2809], [-4.2233, -2.4401, 3.0701], [-3.9712, -3.8576, 3.1731], [-6.5799, -1.9923, 0.7163], [-5.2761, -3.1923, 0.6292], [-6.5542, -3.3286, 1.8831], [-3.7021, -1.8118, 3.6697], [-4.1833, -4.1660, 4.1992], [-2.9150, -4.0309, 2.9551], [-4.5843, -4.4414, 2.4846], [5.3347, 0.8396, 3.9395], [6.2164, 1.4135, 2.8651], [6.2309, 0.9648, 1.7224], [7.0190, 2.4677, 3.1938], [7.1415, 3.1284, 4.4713], [4.7541, 0.0078, 3.5316], [5.9469, 0.4630, 4.7636], [4.6395, 1.6031, 4.2994], [7.5834, 2.8007, 2.4216], [6.8843, 4.1811, 4.3347], [8.1817, 3.0500, 4.7953], [6.4910, 2.6916, 5.2309], [6.1023, 1.6856, -5.5402], [4.6625, 2.0398, -5.7905], [3.9837, 2.6409, -4.9627], [4.1129, 1.6709, -6.9844], [4.7437, 0.9652, -8.0742], [6.4008, 2.0425, -4.5508], [6.2305, 0.6001, -5.5697], [6.7403, 2.1649, -6.2879], [3.1421, 1.9424, -7.0822], [4.6897, 1.5969, -8.9637], [4.1838, 0.0442, -8.2511], [5.7867, 0.7214, -7.8652], [-3.3705, -6.4646, 0.6633], [-4.8103, -6.1104, 0.4130], [-5.4891, -5.5093, 1.2409], [-5.3599, -6.4793, -0.7809], [-4.7291, -7.1850, -1.8707], [-3.0720, -6.1077, 1.6527], [-3.2423, -7.5502, 0.6339], [-2.7326, -5.9853, -0.0844], [-6.3307, -6.2079, -0.8786], [-4.7831, -6.5533, -2.7601], [-5.2890, -8.1060, -2.0475], [-3.6861, -7.4288, -1.6617]],
  "forces_ev_per_angstrom": [[-0.799, 0.214, 0.791], [-0.733, -0.360, 0.542], [0.655, 0.149, -0.780], [1.527, -1.703, 0.837], [2.752, -1.586, -1.704], [-0.135, -4.260, -4.231], [-0.835, 0.373, 0.006], [0.180, 6.318, 6.196], [0.024, -0.440, -0.143], [-0.239, 2.922, -0.705], [0.341, 0.703, -0.810], [0.918, -0.580, 1.230], [3.010, -0.836, -0.594], [-2.189, 0.128, -2.076], [-0.620, -2.939, 0.630], [-0.602, 0.872, -0.128], [-0.631, -0.362, 0.064], [-0.865, 0.074, 0.274], [1.543, -1.692, -1.070], [1.326, 2.287, -0.409], [0.048, -0.794, 2.143], [-0.220, -2.161, -0.630], [0.550, 1.127, -2.238], [-2.032, 1.474, 0.612], [1.646, 1.564, 0.261], [0.357, -1.782, 1.552], [-0.861, -0.805, -2.007], [-2.039, 1.023, 1.184], [0.565, -2.250, 0.829], [-1.638, 0.914, 1.350], [-0.284, -2.234, 1.129], [-1.108, 1.506, 1.972], [-1.474, -0.531, -1.947], [1.957, 0.552, -1.538], [-1.834, -0.508, -1.724], [0.153, -1.752, 1.630], [1.722, 1.198, 0.745], [-1.858, 1.104, -0.966], [1.370, -1.576, -1.535], [-1.037, 0.536, -2.071], [-0.812, -1.007, 1.903], [0.494, 2.333, 1.085], [-0.497, 2.089, 1.474], [2.211, 0.640, -1.080], [-0.199, 0.182, -0.157], [0.222, 0.559, 0.292], [0.074, -0.239, -0.094], [-0.314, 0.501, -0.357], [0.156, 0.249, 0.325], [0.213, 0.042, 0.229], [-0.228, -0.092, 0.209], [0.227, -0.105, -0.243], [-0.143, -0.104, -0.123], [0.089, -0.276, -0.048], [0.055, -0.256, 0.056], [0.157, 0.314, 0.282], [-0.180, -0.163, 0.057], [0.245, -0.087, -0.914], [-0.050, 0.171, 0.564], [-0.349, -0.492, -0.213], [0.267, 0.211, -0.257], [0.199, 0.242, -0.038], [-0.154, 0.128, 0.060], [0.081, -0.121, 0.147], [-0.141, -0.074, 0.191], [0.016, 0.023, 0.334], [-0.099, 0.130, 0.290], [0.108, 0.033, -0.242], [0.198, 0.030, 0.185], [-0.731, 0.304, 0.163], [0.281, -0.241, -0.260], [0.245, 0.248, 0.681], [-0.394, 0.053, -0.148], [-0.219, -0.039, -0.223], [0.130, 0.117, -0.115], [0.026, -0.209, 0.028], [0.213, -0.085, 0.003], [0.193, -0.225, -0.137], [0.240, -0.072, -0.204], [-0.243, 0.101, 0.046], [0.191, 0.036, 0.178], [-0.696, 0.050, -0.102], [0.024, -0.740, -0.546], [0.267, 0.325, 0.829], [-0.362, 0.039, -0.192], [-0.178, -0.069, -0.241], [0.123, 0.127, -0.114], [0.032, -0.206, 0.033], [0.210, -0.072, 0.006], [0.192, -0.227, -0.119], [0.241, -0.063, -0.195], [-0.245, 0.101, 0.042]],
  "orbital_gap_ev": [9.11, 9.09],
  "e_homo_ev": [-8.6, -9.1],
  "fmax_ha_per_bohr": 0.1721,
  "charge": 0,
  "e_above_lowest_ev": 6.6686,
  "s2": 0.755,
  "total_energy_ev": -49613.2515,
  "spin_multiplicity": 2
}